ORCA calculation (ωB97M-V/def2-TZVPD) on a structure of composition C5H8O.

```
14
Properties=species:S:1:pos:R:3:lowdin_charge:R:1
C -1.635 0.462 0.120 -0.092
C -2.726 -0.274 0.289 -0.071
C 1.666 0.639 -0.608 -0.058
C 1.490 -0.858 -0.576 -0.165
O 1.683 -0.802 0.874 -0.075
C 1.822 0.560 0.715 -0.168
H -1.349 0.856 -0.853 0.052
H -0.967 0.698 0.945 0.045
H -3.004 -0.664 1.265 0.047
H -3.390 -0.514 -0.538 0.045
H 0.495 -1.250 -0.805 0.110
H 2.274 -1.464 -1.039 0.120
H 1.996 1.200 1.574 0.120
H 1.646 1.410 -1.362 0.092
```

LUMO energy ... 0.04172 Ha
Gap between HOMO and LUMO ... 0.372 Ha
Energy ... -7358.9833 eV